Record 1
DFT (ωB97M-V with the def2-TZVPD basis set) results for C22H41BrIrNP3S as an isolated structure.

Properties
- Frontier orbital gap (alpha / beta): 6.046 / 3.976 eV
- LUMO energy (alpha / beta): -12.0 / -16.5 eV
- E: -136507.160 eV
- HOMO level (alpha / beta): -0.6618 / -0.7517 Ha
- Net charge: +4
- Relative energy (zero: lowest compared OMol25 entry of this formula, charge and spin): 22.2 kcal/mol
- Spin multiplicity: 6

Cartesian coordinates (Å):
Ir: -0.215 0.476 0.739
P: 1.673 1.668 1.296
P: -1.622 0.599 2.514
P: -1.088 2.114 -0.364
H: 0.278 -2.658 -5.465
C: 0.428 -1.586 -5.477
C: 1.710 -1.136 -5.354
H: 2.510 -1.883 -5.186
C: 3.199 0.768 1.787
C: 1.396 2.839 2.691
C: 2.361 2.692 -0.065
C: -3.048 -0.511 2.157
C: -1.002 -0.017 4.134
C: -2.422 2.175 3.031
C: -0.412 2.310 -2.037
C: -1.023 3.826 0.327
C: -2.884 1.840 -0.607
H: -0.398 -0.924 -5.717
H: 1.994 -0.222 -5.881
H: 3.372 -0.060 1.086
H: 3.114 0.370 2.805
H: 4.062 1.449 1.750
H: 0.967 2.305 3.550
H: 0.723 3.652 2.390
H: 2.365 3.267 2.986
H: 2.672 2.029 -0.885
H: 3.248 3.224 0.308
H: 1.649 3.431 -0.446
H: -3.767 -0.433 2.983
H: -2.685 -1.543 2.072
H: -3.523 -0.215 1.213
H: -1.732 0.252 4.915
H: -0.030 0.440 4.377
H: -0.892 -1.110 4.099
H: -3.051 1.955 3.912
H: -3.059 2.589 2.235
H: -1.655 2.911 3.320
H: -0.925 3.135 -2.548
H: -0.564 1.400 -2.620
H: 0.664 2.512 -2.029
H: -1.599 4.471 -0.345
H: -0.005 4.218 0.381
H: -1.471 3.875 1.322
H: -3.233 2.529 -1.384
H: -3.465 2.012 0.307
H: -3.045 0.810 -0.942
C: 0.991 -1.391 -2.762
C: -0.399 -1.208 -2.799
C: -1.258 -2.311 -2.808
C: -0.736 -3.593 -2.706
C: 0.630 -3.771 -2.482
C: 1.490 -2.673 -2.481
S: 2.201 -0.190 -3.387
H: 1.527 0.791 -3.957
H: -0.793 -0.209 -2.974
H: -2.339 -2.162 -2.939
H: -1.399 -4.450 -2.833
H: 1.036 -4.759 -2.273
H: 2.567 -2.794 -2.400
Br: -0.870 -5.242 0.219
C: 0.015 -3.819 1.110
C: 0.970 -4.086 2.095
C: 1.568 -3.000 2.720
C: 1.173 -1.700 2.392
N: 0.315 -1.463 1.385
C: -0.294 -2.496 0.759
H: 1.218 -5.118 2.328
H: 2.313 -3.113 3.504
H: 1.535 -0.840 2.953
H: -1.033 -2.250 0.005

---

Record 2
DFT (ωB97M-V with the def2-TZVPD basis set) results for C22H41ClCoNOP3 as an isolated structure.

Properties
- Frontier orbital gap (alpha / beta): 6.202 / 2.888 eV
- LUMO energy (alpha / beta): -9.4 / -13.8 eV
- E: -105003.577 eV
- HOMO level (alpha / beta): -0.5749 / -0.6115 Ha
- Net charge: +3
- Relative energy (zero: lowest compared OMol25 entry of this formula, charge and spin): 4.0 kcal/mol
- Spin multiplicity: 5

Cartesian coordinates (Å):
Co: 1.196 0.596 0.488
P: 2.039 1.778 2.077
P: 0.923 -1.426 1.612
P: -0.070 2.319 -0.517
H: -7.494 -4.018 -1.378
C: -7.450 -3.434 -2.307
C: -6.894 -3.943 -3.427
H: -6.463 -4.953 -3.441
C: 0.966 2.369 3.439
C: 3.403 0.888 2.926
C: 2.912 3.297 1.527
C: 0.134 -2.887 0.799
C: 2.513 -2.280 2.035
C: 0.044 -1.476 3.225
C: -1.154 2.024 -1.975
C: 0.901 3.679 -1.318
C: -1.232 3.273 0.549
H: -7.911 -2.437 -2.302
H: -6.880 -3.375 -4.366
H: 1.591 2.878 4.186
H: 0.450 1.520 3.904
H: 0.214 3.068 3.051
H: 3.940 1.585 3.583
H: 4.104 0.497 2.177
H: 3.025 0.051 3.524
H: 2.679 4.133 2.199
H: 2.633 3.582 0.507
H: 3.994 3.112 1.545
H: 0.406 -3.819 1.311
H: 0.449 -2.951 -0.247
H: -0.955 -2.776 0.816
H: 2.408 -2.791 3.002
H: 3.352 -1.582 2.095
H: 2.741 -3.031 1.268
H: -0.022 -2.521 3.558
H: -0.971 -1.073 3.109
H: 0.580 -0.889 3.981
H: -1.288 2.952 -2.547
H: -2.140 1.643 -1.682
H: -0.655 1.283 -2.608
H: 0.286 4.135 -2.105
H: 1.799 3.271 -1.793
H: 1.176 4.459 -0.600
H: -1.889 3.880 -0.091
H: -0.690 3.934 1.237
H: -1.851 2.578 1.131
C: -1.697 -1.035 -1.147
C: -2.522 -0.732 0.000
C: -3.888 -0.978 -0.042
C: -4.497 -1.461 -1.206
C: -3.724 -1.677 -2.348
C: -2.365 -1.458 -2.342
O: -0.412 -0.937 -1.131
H: 0.113 0.645 1.443
H: -2.031 -0.325 0.892
H: -4.484 -0.779 0.852
H: -5.574 -1.649 -1.219
H: -4.197 -2.030 -3.259
H: -1.733 -1.629 -3.203
Cl: 4.104 -3.121 -2.422
C: 3.872 -1.486 -2.020
C: 4.759 -0.500 -2.441
C: 4.535 0.810 -2.046
C: 3.439 1.105 -1.227
N: 2.619 0.124 -0.782
C: 2.771 -1.141 -1.233
H: 5.610 -0.766 -3.063
H: 5.189 1.643 -2.338
H: 3.221 2.140 -0.926
H: 2.043 -1.885 -0.953

---

Record 3
DFT (ωB97M-V with the def2-TZVPD basis set) results for C22H41F2O11P2Sr as an isolated structure.

Properties
- Frontier orbital gap: 8.135 eV
- LUMO energy: -3.1 eV
- E: -70852.224 eV
- HOMO level: -0.4115 Ha
- Net charge: +1

Cartesian coordinates (Å):
Sr: -22.757 -4.761 6.916
F: -21.450 -6.330 7.624
F: -14.760 -5.833 2.824
C: -16.049 -5.441 2.949
C: -16.849 -6.252 3.706
C: -18.213 -5.992 3.732
C: -18.801 -4.963 2.979
C: -17.958 -4.087 2.235
C: -16.587 -4.430 2.200
H: -16.471 -7.226 4.081
H: -18.878 -6.631 4.288
H: -19.870 -4.857 3.104
H: -18.358 -3.236 1.677
H: -15.885 -3.814 1.617
C: -17.247 -2.160 7.296
C: -17.764 -3.211 6.420
C: -18.483 -4.262 7.175
O: -19.851 -3.730 7.142
C: -20.000 -3.013 6.065
O: -21.114 -2.768 5.583
O: -18.865 -2.731 5.522
H: -17.895 -1.584 7.946
H: -16.741 -1.356 6.745
H: -16.508 -2.730 7.905
H: -16.944 -3.709 5.808
H: -18.260 -4.225 8.224
H: -18.457 -5.234 6.767
C: -20.991 -5.350 11.281
C: -22.023 -4.366 10.920
O: -23.330 -5.003 10.893
P: -24.466 -4.517 9.924
O: -24.087 -3.951 8.618
O: -25.478 -5.724 9.783
C: -25.917 -6.595 10.900
C: -27.273 -6.248 11.383
O: -25.218 -3.347 10.641
C: -26.239 -2.645 9.819
C: -26.323 -1.265 10.351
H: -21.341 -6.105 12.025
H: -20.680 -5.956 10.485
H: -20.172 -4.822 11.804
H: -22.144 -3.583 11.604
H: -21.777 -4.108 9.886
H: -25.875 -7.617 10.508
H: -25.176 -6.438 11.629
H: -27.336 -5.227 11.780
H: -27.995 -6.285 10.540
H: -27.570 -6.976 12.174
H: -25.877 -2.678 8.817
H: -27.203 -3.029 9.965
H: -25.386 -0.772 10.408
H: -27.040 -0.730 9.643
H: -26.867 -1.253 11.294
C: -14.128 -7.867 10.160
C: -13.739 -8.156 8.751
O: -13.877 -7.044 7.861
P: -15.049 -7.112 6.782
O: -15.168 -8.324 5.951
O: -16.303 -6.827 7.769
C: -17.503 -7.675 7.706
C: -17.224 -9.102 8.049
O: -14.839 -5.746 5.988
C: -13.482 -5.432 5.543
C: -13.201 -3.962 5.897
H: -15.156 -7.398 10.274
H: -13.933 -8.823 10.743
H: -13.447 -7.102 10.492
H: -12.686 -8.426 8.685
H: -14.342 -8.953 8.372
H: -18.163 -7.183 8.443
H: -17.960 -7.540 6.717
H: -16.697 -9.188 9.043
H: -18.112 -9.752 8.186
H: -16.653 -9.490 7.258
H: -12.718 -6.021 6.017
H: -13.478 -5.528 4.450
H: -13.362 -3.710 6.931
H: -12.211 -3.743 5.548
H: -13.963 -3.426 5.309

---

Record 4
DFT (ωB97M-V with the def2-TZVPD basis set) results for a 9-piece molecular cluster, C22H41FN8O23S overall.

Properties
- Frontier orbital gap: 7.241 eV
- LUMO energy: -1.7 eV
- E: -96013.682 eV
- HOMO level: -0.3288 Ha
- Net charge: 0

Cartesian coordinates (Å):
C: -3.510 -1.104 1.787
C: -2.169 -0.425 2.123
C: -2.384 0.573 3.259
C: -1.584 0.230 0.854
C: -0.583 1.301 1.122
C: 0.751 1.167 1.055
C: 1.491 -0.069 0.626
C: 2.220 -0.634 1.850
C: 3.256 -1.791 1.503
O: 3.488 -0.287 2.004
C: 1.620 2.317 1.429
O: 2.704 2.491 0.947
C: 1.055 3.240 2.465
S: 2.123 4.125 3.560
O: 2.176 5.478 3.137
O: 1.817 3.807 4.910
F: 3.475 3.456 3.248
C: -0.267 3.386 2.533
C: -1.055 4.186 3.533
O: -1.692 5.321 2.968
O: -0.839 5.901 1.985
C: -1.062 2.658 1.487
O: -2.003 3.191 0.963
H: -3.343 -2.028 1.242
H: -4.012 -1.298 2.733
H: -4.158 -0.438 1.226
H: -1.493 -1.207 2.479
H: -3.006 0.139 4.038
H: -2.927 1.449 2.898
H: -1.452 0.912 3.714
H: -2.410 0.683 0.308
H: -1.192 -0.549 0.207
H: 0.829 -0.851 0.270
H: 2.286 0.183 -0.068
H: 1.647 -0.766 2.773
H: 4.261 -2.022 1.862
H: 2.800 -2.401 2.347
H: -1.879 3.557 3.871
H: -0.459 4.447 4.405
H: -1.354 5.743 1.179
C: 1.675 3.948 -1.774
N: 1.055 2.854 -2.573
O: 0.444 3.144 -3.577
O: 1.207 1.725 -2.144
H: 1.461 4.890 -2.261
H: 1.236 3.900 -0.782
H: 2.742 3.763 -1.729
C: 4.054 -5.859 -0.363
N: 3.167 -5.203 0.631
O: 3.502 -5.231 1.799
O: 2.159 -4.681 0.202
H: 4.902 -6.280 0.163
H: 3.475 -6.635 -0.853
H: 4.363 -5.095 -1.071
C: -5.778 0.284 -2.121
N: -4.328 0.328 -1.791
O: -3.821 -0.640 -1.257
O: -3.732 1.345 -2.075
H: -6.181 -0.671 -1.809
H: -6.252 1.103 -1.587
H: -5.866 0.423 -3.194
C: 4.535 -0.269 -2.462
N: 3.693 -1.493 -2.547
O: 3.974 -2.432 -1.835
O: 2.754 -1.471 -3.316
H: 5.315 -0.442 -1.731
H: 4.947 -0.090 -3.451
H: 3.885 0.548 -2.161
C: -5.732 -4.377 -0.459
N: -6.442 -3.073 -0.551
O: -7.177 -2.889 -1.500
O: -6.227 -2.268 0.329
H: -6.018 -4.982 -1.310
H: -4.668 -4.162 -0.463
H: -6.029 -4.841 0.477
C: 2.364 8.156 -0.348
N: 2.686 7.302 -1.525
O: 3.360 6.309 -1.337
O: 2.246 7.651 -2.599
H: 2.819 7.714 0.530
H: 2.763 9.145 -0.549
H: 1.282 8.190 -0.259
C: 0.762 -7.994 0.916
N: 1.605 -9.128 0.444
O: 2.723 -8.889 0.031
O: 1.110 -10.231 0.506
H: 1.316 -7.071 0.807
H: -0.135 -7.987 0.306
H: 0.519 -8.187 1.956
C: -0.392 -0.109 -4.635
N: -1.089 -1.226 -5.331
O: -1.910 -0.944 -6.180
O: -0.794 -2.355 -4.998
H: -0.763 0.827 -5.032
H: -0.608 -0.196 -3.576
H: 0.673 -0.225 -4.815

---

Record 5
DFT (ωB97M-V with the def2-TZVPD basis set) results for a 4-piece molecular cluster, C22H41IN3O14P3 overall.

Properties
- Frontier orbital gap: 7.108 eV
- LUMO energy: -1.5 eV
- E: -92579.506 eV
- HOMO level: -0.3147 Ha
- Net charge: 0

Cartesian coordinates (Å):
C: 7.418 -3.937 -2.422
C: 7.396 -2.423 -2.231
O: 6.098 -1.862 -2.299
C: 5.433 -1.852 -1.045
C: 4.088 -2.533 -1.237
C: 3.078 -1.806 -1.916
N: 1.901 -2.301 -2.172
C: 1.718 -3.579 -1.736
C: 0.477 -4.218 -2.003
C: -0.570 -3.466 -2.788
C: -1.602 -2.825 -1.853
O: -1.602 -3.054 -0.704
I: -3.023 -1.456 -2.737
C: 0.239 -5.505 -1.579
N: -0.975 -6.171 -1.837
C: 1.255 -6.191 -0.859
C: 2.440 -5.576 -0.613
C: 2.726 -4.256 -1.035
N: 3.967 -3.744 -0.759
H: 6.699 -4.461 -1.789
H: 8.415 -4.288 -2.133
H: 7.281 -4.232 -3.462
H: 7.950 -2.130 -1.333
H: 7.955 -1.994 -3.070
H: 5.977 -2.386 -0.261
H: 5.288 -0.819 -0.708
H: 3.283 -0.794 -2.247
H: -1.041 -4.145 -3.504
H: -0.089 -2.686 -3.379
H: -0.784 -7.159 -1.957
H: -1.370 -5.864 -2.717
H: 1.123 -7.214 -0.526
H: 3.213 -6.125 -0.090
C: 9.442 -4.500 4.282
O: 8.510 -5.576 4.205
P: 7.019 -5.218 3.602
O: 7.341 -4.300 2.475
O: 6.546 -4.424 4.942
C: 6.723 -5.037 6.226
O: 5.471 -5.653 3.279
C: 4.971 -5.498 1.951
H: 10.196 -4.784 5.015
H: 9.922 -4.352 3.317
H: 8.957 -3.579 4.604
H: 7.556 -4.559 6.742
H: 6.924 -6.105 6.152
H: 5.816 -4.889 6.809
H: 5.661 -5.902 1.213
H: 4.777 -4.447 1.753
H: 4.032 -6.046 1.890
C: -8.431 3.468 -2.568
O: -7.190 3.022 -3.104
P: -5.976 2.686 -2.014
O: -6.835 2.008 -0.989
O: -5.697 4.260 -1.688
C: -5.396 5.135 -2.795
O: -4.505 2.276 -1.374
C: -4.411 1.178 -0.472
H: -8.956 3.988 -3.370
H: -9.026 2.616 -2.247
H: -8.281 4.155 -1.734
H: -6.266 5.757 -3.008
H: -5.131 4.583 -3.695
H: -4.564 5.777 -2.516
H: -4.930 0.302 -0.852
H: -4.810 1.466 0.498
H: -3.355 0.936 -0.361
C: -5.820 10.436 3.184
O: -6.709 9.372 2.857
P: -6.365 8.519 1.487
O: -4.884 8.391 1.554
O: -6.846 9.716 0.491
C: -8.118 10.342 0.704
O: -6.776 7.388 0.374
C: -5.863 6.324 0.085
H: -6.360 11.110 3.849
H: -4.948 10.047 3.705
H: -5.511 10.982 2.294
H: -7.966 11.331 1.139
H: -8.759 9.763 1.368
H: -8.615 10.453 -0.258
H: -5.489 5.865 0.998
H: -5.040 6.702 -0.516
H: -6.402 5.569 -0.483

---

Record 6
DFT (ωB97M-V with the def2-TZVPD basis set) results for C22H41N5O2SSiSr as an isolated structure.

Properties
- Frontier orbital gap: 7.073 eV
- LUMO energy: 0.3 eV
- E: -54578.177 eV
- HOMO level: -0.2506 Ha
- Net charge: 0
- Relative energy (zero: lowest compared OMol25 entry of this formula, charge and spin): 0.0 kcal/mol

Cartesian coordinates (Å):
Sr: -0.232 0.068 -0.261
C: 4.069 -2.917 -2.042
Si: 2.743 -2.230 -0.900
C: 1.302 -3.449 -0.968
C: 3.476 -2.345 0.835
C: 2.138 -0.569 -1.265
H: 4.369 -3.932 -1.765
H: 4.961 -2.286 -2.021
H: 3.710 -2.946 -3.074
H: 1.613 -4.479 -0.773
H: 0.835 -3.430 -1.958
H: 0.527 -3.204 -0.231
H: 4.142 -3.205 0.937
H: 2.690 -2.450 1.585
H: 4.055 -1.444 1.065
H: 1.822 -0.509 -2.319
H: 2.929 0.178 -1.124
N: 1.948 -0.204 2.987
C: 0.934 -1.133 3.145
C: 1.009 -2.091 4.163
C: -0.029 -2.982 4.306
C: -1.124 -2.906 3.449
C: -1.114 -1.933 2.476
N: -0.104 -1.056 2.312
H: 2.855 -0.531 3.285
H: 1.984 0.204 2.063
H: 1.874 -2.125 4.811
H: 0.013 -3.736 5.081
H: -1.960 -3.585 3.523
H: -1.953 -1.839 1.796
O: -3.968 -2.139 0.660
C: -3.650 -1.578 -0.364
C: -4.523 -1.483 -1.610
C: -3.623 -0.811 -2.635
C: -2.410 -0.440 -1.819
O: -1.459 0.241 -2.267
N: -2.433 -0.918 -0.553
H: -5.401 -0.887 -1.360
H: -4.868 -2.476 -1.888
H: -4.038 0.080 -3.103
H: -3.300 -1.480 -3.434
C: 2.713 6.183 0.727
C: 3.270 5.686 -0.602
C: 3.929 4.308 -0.564
C: 2.989 3.149 -0.256
N: 2.685 3.059 1.174
C: 1.475 2.974 1.729
S: 0.013 3.052 0.835
N: 1.403 2.858 3.061
C: 2.507 2.884 4.006
C: 2.963 4.296 4.367
C: 1.845 5.186 4.902
C: 1.208 4.658 6.182
H: 2.409 7.228 0.650
H: 3.466 6.120 1.518
H: 1.837 5.616 1.044
H: 4.010 6.403 -0.965
H: 2.467 5.666 -1.346
H: 4.757 4.310 0.156
H: 4.377 4.104 -1.539
H: 3.422 2.201 -0.574
H: 2.043 3.265 -0.782
H: 3.483 3.046 1.789
H: 0.461 2.855 3.414
H: 3.341 2.302 3.607
H: 2.172 2.336 4.887
H: 3.401 4.769 3.484
H: 3.759 4.210 5.112
H: 1.081 5.310 4.129
H: 2.255 6.181 5.085
H: 0.659 3.727 6.020
H: 0.498 5.375 6.594
H: 1.963 4.463 6.947